ORCA calculation (ωB97M-V/def2-TZVPD) on C19H9Cl60IN as an isolated structure at a distorted geometry.

CARTESIAN COORDINATES (ANGSTROEM)
C: 4.388 0.805 0.406
C: 3.068 1.531 -0.318
C: 3.731 2.725 -1.283
I: 3.101 2.343 -3.385
N: 3.279 4.110 -0.789
C: 4.208 4.593 0.310
H: 5.026 0.335 -0.464
H: 5.036 1.718 0.817
H: 4.089 0.051 1.251
H: 2.308 1.965 0.473
H: 2.476 0.795 -1.020
H: 4.919 2.623 -1.249
H: 4.136 5.782 0.301
H: 5.341 4.263 0.147
H: 3.838 4.130 1.342
C: -0.791 2.485 -0.918
Cl: 0.089 0.938 -1.007
Cl: -1.803 2.677 -2.371
Cl: -1.826 2.496 0.533
Cl: 0.377 3.828 -0.825
C: 5.015 -1.980 4.039
Cl: 3.442 -1.377 3.458
Cl: 6.328 -1.151 3.165
Cl: 5.167 -1.656 5.785
Cl: 5.123 -3.734 3.749
C: -1.425 -1.696 -4.140
Cl: -0.545 -3.242 -4.229
Cl: -2.437 -1.503 -5.593
Cl: -2.460 -1.684 -2.689
Cl: -0.258 -0.353 -4.047
C: -4.371 5.461 0.558
Cl: -4.871 4.390 1.891
Cl: -3.394 6.802 1.207
Cl: -3.402 4.535 -0.616
Cl: -5.816 6.117 -0.252
C: -4.280 -5.139 -2.258
Cl: -4.676 -6.808 -1.776
Cl: -4.169 -5.044 -4.033
Cl: -5.556 -4.037 -1.682
Cl: -2.720 -4.667 -1.539
C: -5.068 -10.327 -4.327
Cl: -4.591 -8.640 -4.644
Cl: -6.294 -10.832 -5.517
Cl: -3.639 -11.384 -4.461
Cl: -5.747 -10.454 -2.684
C: -0.273 7.671 -2.348
Cl: 1.233 6.991 -1.683
Cl: -0.007 9.374 -2.801
Cl: -0.759 6.742 -3.788
Cl: -1.560 7.578 -1.119
C: 8.043 -1.197 -1.502
Cl: 7.352 -1.329 0.135
Cl: 7.390 0.252 -2.308
Cl: 9.816 -1.065 -1.389
Cl: 7.614 -2.646 -2.446
C: -6.482 -10.861 1.486
Cl: -5.842 -9.362 0.767
Cl: -5.367 -12.208 1.141
Cl: -6.636 -10.655 3.249
Cl: -8.081 -11.220 0.787
C: -1.467 -14.397 0.931
Cl: -3.022 -13.530 0.998
Cl: -0.627 -14.231 2.494
Cl: -1.762 -16.122 0.596
Cl: -0.457 -13.705 -0.363
C: -4.389 5.008 5.818
Cl: -4.877 5.288 7.508
Cl: -2.612 5.067 5.696
Cl: -4.967 3.408 5.290
Cl: -5.097 6.269 4.778
C: 1.441 -5.854 3.899
Cl: 1.918 -4.167 3.581
Cl: 0.215 -6.359 2.709
Cl: 2.870 -6.910 3.764
Cl: 0.762 -5.980 5.541
C: -3.172 11.394 -4.278
Cl: -3.457 9.899 -3.352
Cl: -2.719 10.980 -5.950
Cl: -4.658 12.377 -4.291
Cl: -1.853 12.321 -3.518
C: 11.784 2.133 -2.819
Cl: 13.291 1.182 -2.829
Cl: 11.153 2.229 -1.155
Cl: 12.115 3.775 -3.424
Cl: 10.578 1.345 -3.867
C: -6.355 9.745 6.549
Cl: -7.512 10.593 7.605
Cl: -4.939 10.787 6.262
Cl: -5.832 8.234 7.334
Cl: -7.139 9.365 4.994

As for the spin multiplicity: 1. The HOMO-LUMO gap comes out at 3.41 eV. The value obtained for the total energy is -780777.2427 eV. The value obtained for the LUMO energy is 0.65 eV. The charge is -1. The HOMO energy is -0.10113 hartree.

Just the Mulliken charges please, in e? Sure, here they are: -0.311, 0.258, -0.670, -0.224, -0.255, -0.648, 0.076, 0.238, -0.187, 0.108, 0.018, 0.383, 0.175, 0.147, 0.120, 0.142, -0.103, -0.133, -0.090, 0.172, 0.321, -0.113, -0.058, -0.108, -0.081, 0.272, -0.101, -0.112, -0.056, -0.006, 0.173, -0.047, -0.126, 0.079, -0.120, 0.266, -0.025, -0.103, -0.098, -0.064, 0.251, -0.031, -0.104, -0.094, -0.011, 0.160, -0.044, -0.069, -0.093, 0.010, 0.248, -0.008, -0.069, -0.091, -0.109, 0.305, -0.022, -0.066, -0.108, -0.091, 0.327, -0.061, -0.099, -0.098, -0.095, 0.353, -0.136, -0.084, -0.099, -0.020, 0.270, 0.013, -0.086, -0.114, -0.102, 0.310, -0.013, -0.096, -0.114, -0.100, 0.319, -0.102, -0.069, -0.103, -0.057, 0.306, -0.107, -0.096, -0.027, -0.093

ORCA calculation (ωB97M-V/def2-TZVPD) on C20H11Cl5F5NO5STi as an isolated structure at a distorted geometry.

CARTESIAN COORDINATES (ANGSTROEM)
Ti: 7.966 8.300 9.210
Cl: 7.706 10.532 11.726
C: 6.858 9.059 12.099
C: 6.849 8.030 11.096
C: 6.324 6.760 11.496
Cl: 6.446 5.468 10.329
C: 5.757 6.563 12.770
Cl: 5.289 5.002 13.297
C: 5.729 7.681 13.672
Cl: 5.095 7.421 15.242
C: 6.276 8.934 13.318
Cl: 6.288 10.213 14.483
O: 9.124 9.674 8.667
C: 9.158 11.088 8.771
C: 8.645 11.628 7.417
C: 7.537 10.825 6.748
C: 6.280 10.814 7.591
C: 5.226 11.614 7.181
C: 4.049 11.673 7.969
C: 3.949 10.744 9.031
C: 5.017 9.895 9.274
N: 6.158 9.958 8.630
H: 10.686 8.980 9.218
H: 10.188 11.488 9.031
H: 8.553 11.434 9.600
H: 9.445 11.653 6.735
H: 8.411 12.645 7.608
H: 7.816 9.752 6.559
H: 7.239 11.231 5.743
H: 5.390 12.245 6.307
H: 3.267 12.392 7.676
H: 3.014 10.677 9.701
H: 4.832 9.132 10.171
O: 11.403 8.402 9.562
S: 10.640 7.432 10.611
O: 10.151 8.254 11.681
O: 9.482 6.990 9.705
O: 11.477 6.354 10.999
F: 5.090 7.709 7.397
C: 6.124 7.058 6.788
C: 7.447 7.113 7.305
C: 8.317 6.264 6.618
F: 9.639 6.318 6.873
C: 7.954 5.366 5.636
F: 8.865 4.711 4.901
C: 6.616 5.203 5.336
F: 6.226 4.353 4.337
C: 5.709 6.076 5.917
F: 4.427 6.042 5.388

As for the spin multiplicity: 2. The relative energy (zero: lowest compared OMol25 entry of this formula, charge and spin) comes out at 0.4921 eV. The HOMO-LUMO gap (spin up / spin down) comes out at 7.71 / 8.79 eV. The value obtained for the total energy is -142799.2918 eV. The value obtained for the LUMO energy (spin up / spin down) is 2.26 / 2.26 eV. The charge is -1. The HOMO energy (spin up / spin down) is -0.20039 / -0.23974 hartree.

Just the Mulliken charges please, in e? Sure, here they are: 0.416, -0.325, 1.413, -1.285, 0.733, -0.170, -0.104, -0.206, 0.607, -0.211, -0.239, -0.210, -0.501, -0.244, -1.121, -0.607, 0.483, -0.685, -0.491, -0.737, -0.008, 0.432, 0.498, 0.326, 0.080, 0.400, 0.485, -0.234, 0.546, 0.402, 0.371, 0.305, 0.114, -0.581, 1.098, -0.616, -0.563, -0.621, -0.254, 0.455, 0.020, 0.463, -0.331, 0.176, -0.312, 0.503, -0.312, -0.022, -0.335